{
  "formula": "C27H45As3N4O4SSeW",
  "method": "ωB97M-V with the def2-TZVPD basis set",
  "elements": ["W", "C", "As", "C", "C", "C", "C", "C", "As", "C", "C", "C", "As", "C", "C", "H", "H", "H", "H", "H", "H", "H", "H", "H", "H", "H", "H", "H", "H", "H", "H", "H", "H", "H", "H", "H", "H", "H", "H", "H", "H", "H", "C", "C", "S", "O", "O", "C", "C", "N", "C", "N", "C", "C", "N", "O", "O", "C", "H", "H", "H", "H", "H", "H", "H", "H", "H", "H", "H", "H", "H", "Se", "C", "N", "C", "C", "C", "C", "C", "C", "C", "H", "H", "H", "H", "H"],
  "xyz": [[0.185, -1.319, 1.262], [-2.497, -2.134, 3.915], [-1.539, -0.710, 2.987], [-3.075, 0.299, 2.355], [-0.892, 0.222, 4.589], [-0.247, 1.620, 4.481], [0.251, 1.956, 5.896], [0.993, 1.650, 3.564], [0.957, 1.017, 1.694], [2.775, 1.603, 1.279], [0.016, 2.386, 0.685], [-1.315, 2.643, 4.041], [-1.098, 4.541, 4.581], [-2.899, 5.056, 3.996], [-0.174, 5.269, 3.008], [-3.276, -1.722, 4.556], [-1.796, -2.707, 4.517], [-2.945, -2.791, 3.171], [-3.708, 0.625, 3.179], [-3.634, -0.369, 1.701], [-2.753, 1.156, 1.771], [-0.153, -0.482, 4.987], [-1.707, 0.268, 5.315], [0.906, 1.164, 6.264], [-0.589, 2.057, 6.589], [0.809, 2.894, 5.913], [1.773, 1.023, 4.007], [1.394, 2.666, 3.538], [2.893, 2.659, 1.523], [2.970, 1.454, 0.218], [3.476, 0.999, 1.850], [0.361, 3.381, 0.955], [-1.059, 2.301, 0.834], [0.231, 2.198, -0.366], [-2.267, 2.370, 4.505], [-1.476, 2.610, 2.963], [-3.638, 4.661, 4.693], [-3.110, 4.677, 2.995], [-2.979, 6.143, 3.990], [0.844, 4.886, 2.945], [-0.120, 6.353, 3.116], [-0.715, 5.032, 2.091], [0.908, 0.360, -7.146], [0.846, -0.461, -5.864], [1.376, -2.126, -6.201], [2.774, -2.090, -6.556], [0.417, -2.735, -7.082], [1.235, -2.923, -4.610], [2.488, -2.731, -3.757], [2.173, -2.941, -2.342], [1.856, -1.950, -1.491], [1.447, -2.437, -0.317], [1.516, -3.795, -0.417], [1.974, -4.118, -1.651], [2.202, -5.426, -2.175], [2.574, -5.520, -3.339], [2.005, -6.361, -1.422], [1.937, -0.514, -1.857], [0.588, 1.380, -6.941], [0.252, -0.063, -7.906], [1.924, 0.388, -7.540], [-0.165, -0.530, -5.457], [1.515, -0.068, -5.094], [1.040, -3.973, -4.823], [0.355, -2.497, -4.120], [2.875, -1.721, -3.849], [3.272, -3.413, -4.058], [1.259, -4.453, 0.393], [2.974, -0.205, -2.011], [1.500, 0.049, -1.038], [1.365, -0.309, -2.763], [0.774, -3.386, 2.902], [2.235, -2.325, 2.618], [3.014, -1.527, 2.297], [-0.846, -0.869, -0.118], [-1.471, -0.803, -1.419], [-1.909, 0.400, -1.989], [-2.425, 0.437, -3.277], [-2.505, -0.720, -4.040], [-2.067, -1.921, -3.496], [-1.563, -1.965, -2.203], [-1.844, 1.311, -1.406], [-2.766, 1.379, -3.690], [-2.913, -0.689, -5.043], [-2.133, -2.833, -4.079], [-1.236, -2.906, -1.776]],
  "forces_ev_per_a": [[0.26, 0.42, -0.11], [0.01, 0.03, -0.01], [0.03, 0.01, 0.00], [0.01, -0.01, 0.02], [0.04, 0.01, -0.05], [-0.02, 0.01, -0.02], [0.00, 0.01, 0.01], [-0.08, -0.06, 0.01], [0.02, -0.02, -0.11], [0.00, -0.06, -0.01], [-0.05, -0.02, 0.03], [0.06, -0.01, 0.02], [0.00, -0.01, -0.01], [-0.01, 0.01, 0.00], [0.02, -0.01, -0.01], [-0.02, 0.01, 0.01], [0.02, -0.02, 0.01], [-0.01, -0.02, -0.02], [-0.02, 0.01, 0.03], [-0.02, -0.02, -0.02], [0.01, 0.01, -0.01], [0.03, -0.02, 0.02], [-0.02, 0.01, 0.02], [-0.01, 0.01, -0.01], [0.01, 0.00, 0.00], [-0.01, -0.01, 0.01], [0.01, -0.02, 0.01], [0.01, 0.05, 0.01], [0.01, 0.04, 0.01], [-0.01, 0.00, 0.00], [0.00, 0.00, -0.01], [0.00, 0.04, 0.02], [0.03, 0.01, -0.02], [0.01, -0.01, -0.02], [-0.01, -0.01, 0.02], [0.00, -0.01, -0.02], [0.00, 0.00, 0.00], [0.01, 0.00, 0.01], [0.00, -0.01, 0.00], [-0.01, 0.01, 0.00], [0.00, -0.01, 0.00], [0.01, -0.02, -0.01], [-0.01, 0.02, 0.03], [0.01, 0.04, -0.02], [0.04, -0.03, 0.08], [-0.04, -0.03, -0.03], [-0.01, 0.01, 0.01], [0.01, 0.05, 0.07], [-0.01, -0.06, -0.01], [0.25, -0.07, -0.18], [-0.24, 0.09, 0.10], [0.09, 0.10, 0.01], [0.11, 0.04, 0.21], [-0.10, -0.14, -0.22], [0.00, -0.19, -0.08], [-0.11, -0.03, 0.29], [0.06, 0.25, -0.23], [0.02, -0.01, 0.02], [0.00, 0.01, 0.00], [0.00, -0.01, 0.02], [-0.01, 0.00, 0.01], [0.03, 0.01, -0.03], [-0.01, 0.01, -0.05], [0.05, -0.03, 0.01], [0.06, -0.05, -0.05], [0.01, 0.05, 0.01], [0.01, -0.01, -0.02], [0.00, -0.02, 0.01], [-0.01, -0.02, -0.02], [-0.01, 0.03, 0.02], [-0.03, 0.01, 0.03], [-0.06, -0.23, 0.14], [-0.06, -0.20, 0.10], [0.06, 0.17, 0.01], [-0.43, -0.16, -0.06], [0.15, 0.00, -0.09], [-0.07, 0.09, -0.02], [0.03, 0.05, 0.06], [0.00, 0.00, 0.00], [-0.02, -0.02, 0.12], [-0.03, 0.00, -0.06], [-0.01, -0.02, -0.02], [0.00, -0.01, 0.02], [0.00, -0.01, 0.01], [-0.01, -0.01, 0.00], [-0.01, -0.02, 0.01]],
  "e_above_lowest_kj_mol": 57.4,
  "total_energy_ha": -11149.66522
}